No. 1
C3H5NOS | the ωB97M-V functional and the def2-TZVPD basis

Each line ends with the natural charge from an NBO analysis.
Cartesian coordinates (Å):
H (-3.35304, -0.12140, -0.10307)  0.2391
O (3.66162, -0.37332, -0.09742)  -0.4970
H (2.44513, 1.26185, 0.00664)  0.1191
N (0.21002, 0.00998, 0.04923)  -0.5156
H (-2.34213, 0.87721, 0.89598)  0.2294
C (-2.40591, 0.36011, -0.02508)  -0.7848
H (-2.37699, 1.04922, -0.90217)  0.2312
C (2.58997, 0.15004, -0.01307)  0.3806
S (-1.21076, -0.89293, -0.05555)  0.4610
H (1.44366, -1.69829, 0.17387)  0.1770
C (1.33844, -0.62246, 0.07064)  -0.0401

Values from the calculation:
**Relative energy (zero: lowest compared OMol25 entry of this formula, charge and spin)**: 40.8 kcal/mol
**Total energy**: -645.446603 hartree
**HOMO**: -0.331 hartree
**SMILES string**: CS/N=C/C=O
**Net charge**: 0
**Multiplicity**: 1
**Frontier orbital gap**: 8.747 eV
**M**: 103.15 Da

=====

No. 2
BrMn2 | the ωB97M-V functional and the def2-TZVPD basis

Each line ends with the natural charge from an NBO analysis.
Cartesian coordinates (Å):
Mn (-19.82502, 4.38568, -15.66188)  1.7718
Br (-20.57814, 1.95231, -15.95721)  -0.5523
Mn (-20.33648, 2.19016, -18.54792)  1.7805

Values from the calculation:
**Relative energy (zero: lowest compared OMol25 entry of this formula, charge and spin)**: 25.3 kcal/mol
**Total energy**: -4874.625094 hartree
**HOMO (spin up / spin down)**: -0.940 / -0.943 hartree
**Net charge**: +3
**Multiplicity**: 11
**⟨S²⟩**: 30.01
**Frontier orbital gap (spin up / spin down)**: 8.871 / 8.499 eV
**M**: 189.78 Da

=====

No. 3
C5H11NS | the ωB97M-V functional and the def2-TZVPD basis

Each line ends with the natural charge from an NBO analysis.
Cartesian coordinates (Å):
C (1.29075, -1.44830, -0.99119)  0.1436
C (-0.72928, -0.42865, 0.18614)  -0.0717
H (2.98566, -2.30272, -0.41311)  0.3575
N (2.13657, -1.78112, -0.17674)  -0.6831
H (-0.05718, 1.43720, -1.83528)  0.1931
H (-1.01351, -2.28887, 1.18036)  0.2204
C (0.47669, 1.53141, -0.88647)  -0.5867
H (0.35932, -1.33803, 1.76223)  0.2414
H (-1.29181, -0.87534, 2.20750)  0.2112
H (1.39700, 0.95453, -0.95982)  0.2157
C (-0.34472, 1.01666, 0.29013)  -0.4882
H (0.72753, 2.57934, -0.74850)  0.2102
S (-2.00914, -0.85288, -0.94217)  0.0263
C (-0.66945, -1.28238, 1.40458)  -0.6842
H (0.24114, 1.14409, 1.20387)  0.2151
H (-1.25107, 1.62932, 0.38681)  0.2105
H (1.11716, -1.56551, -2.05386)  0.1529
H (-1.77148, 0.13038, -1.81483)  0.1161

Values from the calculation:
**Relative energy (zero: lowest compared OMol25 entry of this formula, charge and spin)**: 76.4 kcal/mol
**Total energy**: -649.917357 hartree
**HOMO (spin up / spin down)**: -0.265 / -0.252 hartree
**Net charge**: 0
**Multiplicity**: 1
**Frontier orbital gap (spin up / spin down)**: 7.907 / 7.603 eV
**M**: 117.22 Da

=====

M of number 2 (BrMn2)?
189.78 Da